CH7NOSi | ωB97M-V/def2-TZVPD

The HOMO-LUMO gap (alpha / beta) comes out at 7.075 / 7.153 eV. The energy is -461.568133 Eh. The energy relative to the best compared isomer or geometry (same formula, charge and spin) is 361.5 kJ/mol. The net charge is 0. As for the LUMO energy (alpha / beta): -2.79 / -2.78 eV. The spin multiplicity is 1.

The geometry in XYZ format:
```
11
Properties=species:S:1:pos:R:3:forces:R:3
C -2.066 0.362 0.215 0.4166 -0.0957 -2.1293
N 0.619 0.499 -0.369 -2.8043 0.3253 3.2386
O -1.169 -0.583 0.641 2.8401 0.9441 -0.5937
Si 1.950 -0.353 0.131 2.8081 -2.8759 -0.9585
H -3.078 0.062 0.526 0.1603 0.1613 -0.0222
H -1.975 0.410 -0.908 -0.9791 -0.1642 0.5782
H -1.774 1.355 0.488 -0.3032 0.7113 0.9200
H 0.100 0.294 -1.160 -0.9408 -0.6379 -2.0717
H 2.482 -0.319 1.504 -0.2393 0.8977 0.0213
H 2.002 -1.887 -0.047 -0.3752 0.9221 -0.1711
H 2.910 0.159 -1.023 -0.5833 -0.1880 1.1883
```
Forces are in eV/Å.


CH7NP2 | ωB97M-V/def2-TZVPD

The HOMO-LUMO gap (alpha / beta) comes out at 7.766 / 7.310 eV. The energy is -779.610470 Eh. The energy relative to the best compared isomer or geometry (same formula, charge and spin) is 305.3 kJ/mol. The net charge is 0. As for the LUMO energy (alpha / beta): -0.74 / -1.13 eV. The spin multiplicity is 1.

The geometry in XYZ format:
```
11
Properties=species:S:1:pos:R:3:forces:R:3
C -1.195 1.998 -0.233 -0.3053 0.0374 -0.0330
N -0.024 1.344 -0.719 0.2737 0.3201 0.1810
P 1.061 -2.803 1.701 -0.5814 0.2417 0.2682
P 0.338 -0.192 -0.391 0.2045 -0.3246 -0.0945
H -1.967 1.335 0.173 -0.0503 -0.0061 0.0235
H -0.921 2.731 0.532 -0.0544 0.0164 -0.0159
H -1.628 2.555 -1.068 -0.0501 0.0785 0.0736
H 2.335 -2.260 1.865 0.4446 0.2146 0.1005
H 1.403 -3.288 0.439 0.0908 -0.1992 -0.5119
H 1.281 -0.394 -1.400 0.2502 -0.3117 -0.0545
H -0.685 -1.026 -0.900 -0.2222 -0.0671 0.0630
```
Forces are in eV/Å.


CH7NS2 | ωB97M-V/def2-TZVPD

The HOMO-LUMO gap comes out at 9.453 eV. The energy is -893.404134 Eh. The energy relative to the best compared isomer or geometry (same formula, charge and spin) is 43.4 kJ/mol. The net charge is 0. As for the LUMO energy: 0.39 eV. Its SMILES is CSS.N. The spin multiplicity is 1.

The geometry in XYZ format:
```
11
Properties=species:S:1:pos:R:3:forces:R:3
N -0.806 -2.618 -0.685 0.1997 1.3800 0.4956
H -0.192 -3.302 -0.317 0.3469 -1.6619 0.0859
H -1.748 -2.804 -0.302 0.9471 0.5101 -0.0183
H -0.323 -1.816 -0.217 -1.5130 -0.2102 -0.5543
C 0.008 2.206 -0.281 -0.3769 -0.7498 -1.7661
S 1.542 1.852 0.585 -0.2630 -0.1191 0.4107
S 0.878 0.285 1.775 1.0417 -0.3668 -0.7917
H 0.188 2.303 -1.380 0.1397 -0.0684 0.7935
H -0.704 1.350 -0.190 0.5469 0.9101 0.2185
H -0.391 3.148 0.040 -0.4936 0.2816 0.3810
H 1.549 -0.603 0.970 -0.5755 0.0945 0.7453
```
Forces are in eV/Å.


CH7NS2 | ωB97M-V/def2-TZVPD

The HOMO-LUMO gap comes out at 8.761 eV. The energy is -893.393523 Eh. The energy relative to the best compared isomer or geometry (same formula, charge and spin) is 71.3 kJ/mol. The net charge is 0. As for the LUMO energy: 0.53 eV. Its SMILES is CN.SS. The spin multiplicity is 1.

The geometry in XYZ format:
```
11
Properties=species:S:1:pos:R:3:forces:R:3
S -3.652 -1.236 0.721 0.6045 -0.1195 0.0288
S -2.529 0.459 0.210 -0.3997 0.6865 -0.2239
H -3.115 -2.085 -0.165 -0.1589 0.0125 -0.1545
H -1.322 0.052 -0.252 -0.0661 -0.5289 0.3900
C 1.788 0.911 -0.125 -0.5695 -0.0240 -0.3810
N 0.805 -0.193 -0.157 0.2518 -0.0107 0.6769
H 1.599 1.558 0.730 -0.1170 -0.0380 -0.0206
H 1.694 1.511 -1.027 -0.0131 0.0672 -0.0546
H 2.798 0.556 -0.063 0.6928 -0.1338 0.0946
H 0.764 -0.547 0.795 -0.3048 -0.0229 -0.0051
H 1.172 -0.985 -0.669 0.0799 0.1115 -0.3507
```
Forces are in eV/Å.


CH7OS | ωB97M-V/def2-TZVPD

The HOMO-LUMO gap comes out at 10.480 eV. The energy is -515.372963 Eh. The energy relative to the best compared isomer or geometry (same formula, charge and spin) is 150.9 kJ/mol. The net charge is +1. As for the LUMO energy: -5.03 eV. The spin multiplicity is 1.

The geometry in XYZ format:
```
10
Properties=species:S:1:pos:R:3:forces:R:3
O 1.784 -1.487 -0.991 0.7981 2.0558 1.9005
H 0.415 1.001 1.280 1.3997 1.0444 2.0327
H 2.379 -0.809 -1.399 -0.7025 -1.1149 -0.1607
H 1.222 -1.936 -1.601 -0.3803 -0.4184 -1.2600
C -1.949 0.906 0.542 1.7604 1.8959 -0.1064
S -0.056 0.361 0.307 -2.1363 0.9536 -1.2663
H -2.435 0.083 0.144 -1.3761 -1.3545 -0.4594
H -2.011 1.819 -0.108 0.1238 -1.0705 0.5474
H -2.162 1.182 1.597 0.5168 -0.7309 -0.6559
H 0.916 -0.660 -0.144 -0.0037 -1.2605 -0.5719
```
Forces are in eV/Å.


CH8ClOPSb | ωB97M-V/def2-TZVPD

The HOMO-LUMO gap comes out at 6.957 eV. The energy is -1159.808656 Eh. The net charge is -1. As for the LUMO energy: 3.63 eV. The spin multiplicity is 1.

The geometry in XYZ format:
```
13
Properties=species:S:1:pos:R:3:forces:R:3
C 1.381 0.961 -0.098 1.2567 1.0691 0.2581
Sb 0.288 -0.938 0.332 1.9875 -0.1730 -0.1587
P -1.941 0.207 0.354 -2.2594 0.0784 -0.8705
O -2.263 0.513 -1.366 0.6066 -1.6722 0.8374
Cl -1.821 2.090 1.356 0.2651 -0.2591 -0.7775
H 2.525 0.695 -0.123 -2.0197 0.5370 -0.1026
H 1.226 1.691 0.813 0.1954 -1.1310 -1.9673
H 1.055 1.408 -1.132 0.5591 -0.6679 2.0592
H 0.353 -0.696 2.058 -0.1935 0.2144 0.4031
H -0.600 -2.459 0.511 -0.3866 0.0394 0.1766
H 0.179 -1.183 -1.403 -0.1939 0.0046 -0.5002
H 1.762 -1.873 0.468 0.2065 -0.0644 -0.1881
H -2.144 -0.416 -1.770 -0.0238 2.0247 0.8305
```
Forces are in eV/Å.


CH8IO2P3S | ωB97M-V/def2-TZVPD

The HOMO-LUMO gap comes out at 8.496 eV. The energy is -1913.323553 Eh. The net charge is 0. As for the LUMO energy: -0.23 eV. Its SMILES is OP(I)#[PH][PH2]=S.CO. The spin multiplicity is 1.

The geometry in XYZ format:
```
16
Properties=species:S:1:pos:R:3:forces:R:3
O 2.857 -2.026 1.064 -0.0454 0.0162 0.0228
P 1.498 -1.581 1.878 0.1757 0.0279 -0.0023
I 1.455 0.848 1.537 0.0480 0.1586 0.0725
P 0.085 -2.246 0.328 -0.0572 -0.1987 -0.1886
P -1.671 -1.429 1.384 -0.1948 0.1823 -0.1432
S -2.550 0.139 0.657 0.0527 -0.1472 0.0686
H 3.636 -1.971 1.631 -0.0062 -0.0171 -0.0108
H 0.143 -1.150 -0.559 0.0543 0.0741 -0.0123
H -2.461 -2.585 1.478 -0.0635 -0.0121 0.0738
H -1.201 -1.349 2.710 0.0040 0.0074 0.0690
C -0.535 2.473 -1.888 0.0884 -0.0786 -0.0409
O -0.095 1.205 -2.361 -0.0183 -0.0096 0.0391
H -1.589 2.373 -1.643 0.0019 -0.0101 0.0207
H 0.008 2.776 -0.989 -0.0463 0.0027 0.0334
H -0.418 3.246 -2.652 -0.0356 0.0125 0.0077
H 0.839 1.275 -2.574 0.0424 -0.0083 -0.0095
```
Forces are in eV/Å.


CH8N2O2 | ωB97M-V/def2-TZVPD

The HOMO-LUMO gap (alpha / beta) comes out at 2.757 / 8.533 eV. The energy is -302.822830 Eh. As for the expectation value of S²: 0.753. The energy relative to the best compared isomer or geometry (same formula, charge and spin) is 24.7 kJ/mol. The net charge is -1. As for the LUMO energy (alpha / beta): 4.39 / 4.37 eV. The spin multiplicity is 2.

The geometry in XYZ format:
```
13
Properties=species:S:1:pos:R:3:forces:R:3
N -1.382 -1.036 0.668 -0.3568 0.6498 -0.4486
C -1.435 -0.624 -0.666 0.1130 0.5429 -0.4007
N -0.524 0.232 -1.126 0.1849 -0.2067 0.8009
H -0.481 -0.981 1.123 0.3006 -0.1042 0.0019
H -1.950 -1.819 0.891 -0.0907 -0.5914 0.2195
H -2.263 -0.948 -1.295 -0.1245 -0.3112 0.3456
H -0.777 0.533 -2.051 0.0013 -0.0359 -0.4486
H 2.169 0.311 1.570 -0.2161 0.1447 0.0586
H 1.870 -0.817 0.632 -0.1368 -0.3067 -0.3785
O 1.604 -0.471 1.492 0.3045 0.0260 0.3688
H 0.708 2.502 -0.525 -0.7670 1.0903 -0.2281
H 0.984 1.128 -0.365 0.2708 -0.1045 -0.2521
O 1.478 1.990 -0.347 0.5166 -0.7932 0.3611
```
Forces are in eV/Å.


Which of these has the highest net charge? CH7OS